Entry 1:
A 6-piece molecular cluster, C23H46IN5OP overall in a non-equilibrium geometry, computed with the ωB97M-V functional and the def2-TZVPD basis.

**Energy relative to the best compared isomer or geometry (same formula, charge and spin)**: 0.0 kJ/mol
**Strongest force on any atom**: 0.0538 hartree/bohr
**LUMO energy**: 1.99 eV
**Calculated total energy**: -1891.95063 a.u.
**Charge**: -1

Atoms and positions in Å:
C  5.515  2.747  6.517
H  -0.162  0.439  -3.874
C  1.132  -3.804  -0.294
H  -8.491  -0.969  -4.485
H  6.111  2.380  4.461
H  -3.286  0.758  -1.759
C  2.354  -3.436  1.916
H  3.585  3.742  -4.908
C  6.872  2.432  7.159
H  -1.595  1.813  -3.420
C  1.826  4.187  -6.103
H  2.601  5.069  -4.278
H  6.137  -2.365  6.340
C  -9.438  -0.550  -4.143
C  2.034  -4.410  0.786
H  -5.999  -1.389  -2.668
H  -5.202  -2.113  -1.281
H  -8.293  2.434  -2.749
C  7.014  0.985  7.379
H  -8.711  0.041  -2.211
H  -10.191  0.853  -2.698
P  -1.506  0.337  -3.446
N  -1.160  -3.029  0.696
C  1.537  1.977  -5.039
C  -0.161  -3.391  0.266
H  -4.522  -0.948  -4.492
H  4.232  -0.875  6.877
H  4.367  2.349  4.727
H  1.603  -2.930  -0.747
C  4.065  -1.950  6.776
H  3.021  -3.907  2.643
C  -5.205  -1.234  -1.929
N  7.105  -0.144  7.561
H  1.455  -3.128  2.447
N  2.418  -1.091  3.864
C  5.158  -2.545  5.898
H  5.027  -3.624  5.785
H  2.458  -3.266  6.140
H  -5.456  -0.323  -1.384
H  3.628  5.316  -5.696
H  0.946  -4.532  -1.084
C  -7.080  1.281  -4.000
H  -1.998  0.324  -4.819
H  -9.956  -0.124  -5.005
H  4.135  -2.379  7.778
H  6.969  2.939  8.120
N  2.120  1.031  -4.754
H  2.966  -4.739  0.320
H  2.232  3.731  -7.009
H  0.411  3.661  -4.540
O  -4.018  -1.623  -4.026
C  -8.414  1.705  -3.550
C  2.512  -1.579  4.898
I  -0.562  0.382  -0.979
H  -8.921  2.198  -4.381
H  1.906  -1.767  6.888
H  5.427  3.829  6.401
C  5.329  2.076  5.160
H  -10.041  -1.374  -3.760
H  1.274  5.078  -6.414
C  0.852  3.215  -5.432
C  -3.861  -1.116  -2.699
H  -3.122  -1.753  -2.206
C  -9.222  0.500  -3.059
C  2.657  -2.196  6.225
C  2.975  4.601  -5.191
H  -1.444  -1.119  -3.462
H  4.713  2.431  7.188
N  -6.049  0.916  -4.343
H  0.038  2.955  -6.110
H  -3.942  0.883  -3.443
H  2.845  -2.541  1.537
H  1.553  -5.300  1.202
H  5.350  0.989  5.244
C  -3.305  0.310  -2.753
H  5.160  -2.096  4.903
H  7.687  2.767  6.517

Atomic partial charges in e from the Mulliken method, atoms 1 to 5: -0.43, -0.31, -0.29, 0.33, 0.34

---

Entry 2:
A 6-piece molecular cluster, C23H46IN6O5 overall in a non-equilibrium geometry, computed with the ωB97M-V functional and the def2-TZVPD basis.

**Strongest force on any atom**: 0.0614 hartree/bohr
**LUMO energy**: -4.25 eV
**Calculated total energy**: -1906.15620 a.u.
**Charge**: +1

Atoms and positions in Å:
I  -0.488  -1.658  0.303
H  3.774  2.663  -2.832
N  -0.330  2.879  -1.786
C  4.736  2.809  -2.337
O  -5.676  -2.735  -0.906
H  -3.149  -4.345  -1.861
H  -6.486  -5.680  2.009
H  -2.331  -3.111  3.041
C  2.730  -5.124  -1.346
H  -1.875  -4.445  -0.527
H  2.638  7.962  3.702
H  0.536  -3.284  4.697
H  -7.800  -4.506  2.285
H  -6.780  -5.246  -1.200
H  -1.905  -2.551  -3.020
C  2.177  8.544  2.900
H  -0.175  -2.858  3.124
C  -7.444  -4.819  -0.446
H  -0.093  8.039  1.820
C  1.219  -3.143  -1.684
H  5.883  6.010  -1.970
H  -0.056  -5.682  5.377
H  4.787  2.145  -1.471
C  -6.765  -4.625  1.955
H  5.543  2.571  -3.029
H  -6.112  -4.051  2.612
H  -0.975  -4.084  -2.979
H  0.716  -4.387  3.306
C  -0.137  -2.383  -1.722
C  -0.415  4.180  -1.138
C  -2.385  -3.978  3.721
H  -1.231  2.196  -3.538
H  -2.964  -2.946  -0.769
C  3.832  -4.224  -1.593
H  -1.794  1.417  -2.047
H  -8.085  -4.078  -0.926
N  1.927  7.677  1.765
H  -5.265  -2.741  1.082
C  0.790  2.133  -1.752
H  4.877  -4.608  -1.558
N  3.677  -2.884  -1.892
H  -1.212  4.153  -0.392
H  -1.684  -5.285  5.984
N  -6.648  -4.171  0.581
N  4.842  4.185  -1.891
H  4.500  -2.292  -2.045
H  4.092  5.714  -0.751
H  0.441  -5.183  -1.188
H  1.611  2.607  -1.196
H  2.849  -6.205  -1.118
H  -8.056  -5.607  -0.010
H  -0.645  4.937  -1.890
N  -1.170  -4.364  4.186
H  3.977  7.255  1.641
C  -1.332  -3.232  -2.326
C  -1.491  2.368  -2.491
H  6.882  4.546  -2.110
H  2.884  5.920  1.186
C  5.931  5.005  -2.389
C  0.048  -3.679  3.803
H  -2.314  3.078  -2.431
O  0.916  1.029  -2.281
C  1.357  -4.580  -1.383
O  0.403  6.765  0.325
H  5.863  5.068  -3.478
C  3.922  4.663  -1.024
H  -1.503  -6.380  4.602
H  1.249  8.982  3.265
H  2.855  9.345  2.597
C  0.681  7.479  1.272
H  -0.050  -1.451  -2.352
H  3.100  7.298  0.088
O  -3.443  -4.507  3.999
C  -5.821  -3.163  0.227
C  2.409  -2.323  -1.940
O  2.986  4.029  -0.569
C  -2.379  -3.764  -1.270
H  2.347  -1.228  -2.181
H  0.523  4.437  -0.649
C  3.045  6.999  1.138
C  -1.091  -5.495  5.093

Atomic partial charges in e from the Mulliken method, atoms 1 to 5: 0.16, 0.26, 0.20, -0.90, -0.64

---

Entry 3:
A 8-piece molecular cluster, C23H46N2O22S2 overall in a non-equilibrium geometry, computed with the ωB97M-V functional and the def2-TZVPD basis.

**Energy relative to the best compared isomer or geometry (same formula, charge and spin)**: 301.0 kJ/mol
**Strongest force on any atom**: 0.3000 hartree/bohr
**LUMO energy**: -0.06 eV
**Calculated total energy**: -3464.46648 a.u.
**Charge**: 0

Atoms and positions in Å:
C  -3.223  -3.078  0.916
C  4.604  1.594  -0.101
C  1.893  4.153  -0.990
H  -2.619  7.738  -0.022
H  0.053  -4.125  0.873
O  -4.257  0.050  2.557
H  5.164  -0.699  1.527
O  0.478  5.445  -2.312
C  -0.394  0.904  4.619
H  4.277  -1.788  -0.416
H  1.730  4.176  0.190
C  -2.163  6.919  -0.432
C  3.175  0.736  -1.659
O  -0.832  4.155  1.066
O  3.671  -2.786  1.102
S  -3.090  -4.648  -0.146
C  5.750  -1.580  1.070
H  4.180  1.956  -2.859
C  0.137  4.210  -2.404
S  2.427  -3.385  0.224
C  -1.795  -0.788  -1.969
O  -2.593  4.815  -0.333
H  -0.860  1.103  0.256
H  6.449  -1.279  0.318
C  -1.445  5.010  0.382
H  -1.515  -1.155  2.019
N  0.173  0.434  2.164
C  -0.050  -1.265  -3.332
H  -4.251  -3.048  0.945
C  -0.525  1.253  3.098
O  -1.679  -4.766  -0.541
H  -1.368  1.265  2.904
H  0.549  0.361  -0.034
H  -0.330  -2.997  -2.174
H  5.150  0.288  -2.743
H  -1.459  7.510  -1.295
O  -1.370  1.544  5.300
H  2.456  5.828  -2.120
H  -0.496  2.334  2.835
H  -0.015  -1.783  1.319
H  -3.145  5.642  -1.891
H  -2.811  -2.205  0.323
O  -0.795  3.730  -2.874
H  -5.307  -5.600  -4.378
C  1.672  0.375  2.470
H  3.087  -0.409  -1.898
O  -1.984  -2.091  -2.312
O  1.052  3.384  -1.767
O  5.355  1.474  -1.290
C  -5.170  -4.893  -3.595
H  1.014  -1.383  -3.284
H  -4.708  -6.081  -1.588
H  -4.760  -3.987  -3.994
H  -0.236  -0.899  -4.207
H  2.057  -0.217  1.742
O  4.973  1.965  0.922
H  6.460  -2.072  1.774
H  -1.054  -3.287  -3.915
H  -0.527  -1.556  3.143
O  -2.653  -0.129  -1.338
N  -3.959  -0.579  3.585
H  2.149  1.482  2.364
H  2.241  1.169  -2.084
H  -4.102  5.894  -0.605
C  -4.350  -5.292  -2.324
C  4.461  1.161  -2.376
O  -4.154  -1.779  3.477
C  -3.128  5.887  -0.907
H  0.453  1.379  4.838
O  -3.444  -0.075  4.549
H  1.811  0.158  3.435
O  -3.801  -5.719  0.546
O  -1.337  6.253  0.478
H  -3.517  -5.729  -2.667
C  -0.467  -0.923  2.080
O  -3.829  -4.240  -1.564
H  -6.039  -4.665  -3.121
H  1.683  -5.155  1.361
H  1.414  -3.731  2.488
H  0.582  1.880  0.829
C  1.272  -4.170  1.285
C  -0.917  -2.597  -2.978
O  2.851  -4.403  -0.717
O  3.290  1.236  -0.354
O  -0.567  -0.366  -2.346
H  5.437  -3.261  -0.231
C  4.784  -2.328  0.276
H  -1.954  1.022  4.915
C  0.018  0.933  0.752
C  1.608  5.634  -1.431
H  3.058  3.936  -0.983
H  1.108  6.317  -0.633
H  -0.339  -0.236  4.765
O  1.874  -2.140  -0.251
H  -2.730  -3.372  1.689

Atomic partial charges in e from the Mulliken method, atoms 1 to 5: -1.05, 0.15, 0.11, 0.41, 0.08

---

Entry 4:
A 3-piece molecular cluster, C23H46N3O5S2 overall in a non-equilibrium geometry, computed with the ωB97M-V functional and the def2-TZVPD basis.

**Strongest force on any atom**: 0.1146 hartree/bohr
**LUMO energy**: 2.07 eV
**Calculated total energy**: -2240.56156 a.u.
**Charge**: -1

Atoms and positions in Å:
H  0.508  3.237  -5.495
H  -2.110  -3.691  0.752
H  2.420  2.092  -0.910
N  2.032  3.919  -4.230
O  -4.534  -3.236  -1.889
H  4.040  3.249  -2.502
H  -5.274  -6.218  3.248
S  -5.857  -4.338  1.629
H  -2.462  -1.538  1.149
N  2.716  1.815  1.128
H  0.217  1.214  2.633
C  1.169  1.415  3.124
H  3.990  3.810  -4.946
H  1.486  4.251  -2.251
C  3.019  3.210  1.422
H  2.184  -0.049  1.925
H  -1.849  -5.005  -2.191
H  5.031  2.839  2.156
C  -1.231  -4.817  3.261
C  1.136  4.526  -3.252
O  -6.820  -5.232  0.858
H  0.478  6.379  -2.368
C  -0.552  -5.658  5.746
H  -4.513  -4.601  3.650
H  -3.724  -7.224  4.629
H  -1.766  -5.873  -0.490
H  2.131  3.758  1.759
H  1.835  0.573  -0.312
C  -1.543  -4.910  -1.084
C  1.476  3.747  -5.569
H  2.117  3.044  -6.112
C  4.101  4.274  -2.880
C  -2.280  -3.659  -0.377
H  -2.021  -7.185  6.755
C  -2.789  -6.551  4.578
C  -1.845  -1.145  0.255
H  0.453  3.249  0.306
H  0.663  -4.120  4.402
C  3.408  4.404  -4.232
C  -4.735  -5.318  2.768
C  0.475  2.212  -0.036
H  -0.768  -0.951  0.605
S  -4.132  -3.951  -0.598
C  -1.799  -2.238  -0.942
C  1.309  4.995  -6.434
H  1.085  4.700  -7.463
H  -0.681  -2.350  -1.224
C  0.967  6.044  -3.289
H  0.147  4.061  -3.325
H  4.398  4.447  2.528
H  1.168  0.850  4.061
H  5.159  4.532  -2.979
O  -4.295  -5.446  -0.706
C  1.890  1.639  -0.064
H  0.054  2.194  -1.046
C  -1.827  -6.558  5.815
H  0.333  6.363  -4.117
H  -2.346  -0.201  -0.148
C  -0.248  -4.800  4.488
H  -2.364  -1.877  -1.862
N  -5.022  -3.204  0.661
H  3.827  3.053  3.443
C  4.132  3.389  2.449
H  2.215  5.605  -6.462
H  -0.190  1.620  0.593
H  -0.948  -4.178  2.363
H  3.473  5.446  -4.568
H  1.210  2.474  3.387
O  -3.442  -5.648  2.177
H  0.479  5.616  -6.096
H  3.355  3.700  0.500
C  2.356  0.978  2.268
H  -0.399  -4.756  -0.975
O  -6.738  -3.519  2.577
H  3.669  4.946  -2.134
C  -2.533  -5.682  3.301
H  0.171  -5.606  6.640
H  3.232  0.897  2.922
H  1.921  6.571  -3.356

Atomic partial charges in e from the Mulliken method, atoms 1 to 5: 0.35, -0.61, -0.15, 0.22, -0.74

---

Entry 5:
A 11-piece molecular cluster, C23H47BBr21O2 overall in a non-equilibrium geometry, computed with the ωB97M-V functional and the def2-TZVPD basis.

**Strongest force on any atom**: 0.0658 hartree/bohr
**LUMO energy**: 1.17 eV
**Calculated total energy**: -55134.29502 a.u.
**Charge**: -1

Atoms and positions in Å:
H  0.609  0.248  -2.999
H  -5.086  3.340  3.870
H  -0.768  -1.468  0.231
C  1.468  -7.115  3.712
H  3.587  -3.684  2.175
H  -4.671  4.677  -1.049
H  0.209  -0.235  2.298
C  4.659  -4.889  7.310
H  4.865  1.861  -3.957
Br  2.405  -6.553  2.103
H  -4.190  3.802  -5.550
Br  -6.546  3.759  -2.398
Br  2.236  -0.248  3.871
H  -3.399  2.361  -7.344
C  4.255  -3.978  -1.329
H  4.859  0.839  3.071
Br  5.405  0.717  5.490
H  2.014  -0.929  -4.588
H  0.233  0.964  -4.580
H  -2.452  4.131  -5.689
O  3.872  -4.477  -2.326
H  3.839  -5.593  7.420
C  -0.728  -0.783  2.261
C  1.011  0.810  -3.840
C  -10.041  5.162  -3.212
H  2.607  2.123  3.287
H  6.086  -4.171  0.299
H  5.263  -0.598  -4.708
C  -5.229  2.940  2.871
Br  2.732  0.863  -6.134
H  5.128  -4.473  3.089
C  0.333  -6.183  4.047
C  5.821  1.341  -3.904
H  -11.651  4.972  -4.655
C  3.049  1.511  4.071
H  1.092  -8.113  3.495
C  -11.497  5.099  -3.589
Br  5.893  0.604  -2.107
H  -3.614  1.297  -5.942
C  4.942  -2.639  -1.384
C  -6.676  2.875  2.462
C  -5.729  6.431  -1.779
H  -7.188  2.078  2.997
H  -6.237  4.985  -0.281
Br  -1.045  -1.474  4.053
Br  0.941  -2.897  1.294
C  5.179  -4.564  0.756
H  -9.880  5.548  -2.211
C  -5.680  5.036  -1.212
Br  5.655  -1.929  2.275
Br  4.946  -6.227  4.818
Br  -7.631  4.506  2.930
H  5.057  -4.643  8.293
Br  -9.035  6.303  -4.425
Br  -2.986  2.927  -3.582
Br  0.988  -4.527  4.822
Br  1.455  2.565  -3.122
B  4.794  -3.786  2.159
C  5.889  0.256  -4.945
H  4.632  -2.041  -0.533
H  -0.312  -6.624  4.806
Br  -12.445  6.719  -3.070
Br  -4.203  4.066  1.661
H  2.744  1.889  5.041
C  5.733  -5.397  6.390
O  4.034  -4.556  -0.171
H  2.211  -7.171  4.503
H  6.320  -6.185  6.861
Br  -1.208  1.596  -6.499
H  -11.993  4.293  -3.053
H  4.649  -2.152  -2.302
C  -0.719  -1.885  1.235
H  -5.453  7.158  -1.018
H  -1.546  -0.088  2.073
H  5.611  0.647  -5.918
Br  -4.436  6.677  -3.213
Br  3.933  -3.219  6.630
H  -6.702  6.687  -2.188
C  4.546  1.454  3.911
H  -9.581  4.180  -3.298
H  -1.530  -2.594  1.373
C  2.222  0.122  -4.399
H  6.397  -4.606  6.050
Br  7.705  -0.416  -5.165
H  3.091  0.205  -3.752
C  -3.066  2.149  -6.330
H  -4.772  1.955  2.807
C  -3.193  3.371  -5.462
H  5.380  -5.604  1.003
H  6.020  -2.725  -1.348
H  -6.805  2.732  1.393
H  6.627  2.062  -3.993
H  4.956  2.457  3.801
H  -0.264  -5.913  3.181

Atomic partial charges in e from the Mulliken method, atoms 1 to 5: 0.24, 0.37, 0.29, -0.46, -0.31